# 1
Formula: C5H15N2
Source: the Open Molecules 2025 dataset
Level of theory: wB97M-V/def2-TZVPD

Values from the calculation:
**Energy above the lowest of the compared OMol25 structures with the same formula, charge and spin**: 52.9 kJ/mol
**Orbital gap**: 0.3576 Ha
**HOMO energy**: -0.4660 Eh
**E**: -8402.1284 eV
**Total charge**: +1
**Spin multiplicity**: 1

Last column: natural (NBO) charge in e.
Cartesian coordinates (Å):
C  2.059  0.686  1.378  -0.658
C  1.797  0.204  -0.015  0.160
C  2.016  0.918  -1.110  -0.457
N  1.195  -1.098  -0.079  -0.866
H  2.549  1.657  1.358  0.247
H  1.132  0.779  1.949  0.205
H  2.705  -0.012  1.910  0.231
H  1.816  0.524  -2.098  0.204
H  2.425  1.913  -1.044  0.226
H  1.582  -1.705  0.637  0.393
H  1.382  -1.535  -0.976  0.397
H  -0.506  -0.672  0.143  0.470
C  -1.626  1.011  -0.395  -0.418
N  -1.495  -0.322  0.262  -0.532
C  -2.437  -1.341  -0.283  -0.420
H  -1.422  0.887  -1.453  0.231
H  -2.636  1.382  -0.244  0.228
H  -0.904  1.695  0.041  0.240
H  -1.660  -0.227  1.264  0.420
H  -3.452  -0.959  -0.223  0.231
H  -2.346  -2.253  0.296  0.236
H  -2.176  -1.531  -1.319  0.229



# 2
Formula: C5H15N2
Source: the Open Molecules 2025 dataset
Level of theory: wB97M-V/def2-TZVPD

Values from the calculation:
**Energy above the lowest of the compared OMol25 structures with the same formula, charge and spin**: 469.5 kJ/mol
**Orbital gap**: 0.1619 Ha
**HOMO energy**: -0.4344 Eh
**E**: -8397.8106 eV
**Total charge**: +1
**Spin multiplicity**: 1

Last column: natural (NBO) charge in e.
Cartesian coordinates (Å):
C  -0.418  0.901  -0.227  -0.392
C  -0.696  0.000  0.933  0.395
C  -0.068  -1.351  0.821  -0.554
C  1.189  -1.456  1.854  -0.344
C  0.829  -1.049  3.325  -0.639
N  -0.117  2.172  -4.649  -1.115
N  -1.155  0.760  -1.538  -0.715
H  -0.524  1.973  0.008  0.257
H  0.590  0.693  -0.611  0.232
H  -0.339  2.217  -3.550  0.374
H  -1.697  0.126  1.472  0.246
H  0.331  -1.543  -0.192  0.277
H  -0.784  -2.139  1.268  0.288
H  1.439  -2.585  1.847  0.260
H  2.003  -0.779  1.380  0.233
H  1.691  -0.766  3.943  0.256
H  0.118  -0.277  3.336  0.192
H  0.601  2.827  -4.875  0.369
H  0.421  -1.878  3.938  0.239
H  -0.010  1.306  -5.132  0.374
H  -1.266  -0.233  -1.886  0.383
H  -2.138  1.082  -1.465  0.384



# 3
Formula: C5H15N2
Source: the Open Molecules 2025 dataset
Level of theory: wB97M-V/def2-TZVPD

Values from the calculation:
**Energy above the lowest of the compared OMol25 structures with the same formula, charge and spin**: 557.5 kJ/mol
**Orbital gap**: 0.2029 Ha
**HOMO energy**: -0.5207 Eh
**E**: -8396.8981 eV
**Total charge**: +1
**Spin multiplicity**: 1

Last column: natural (NBO) charge in e.
Cartesian coordinates (Å):
C  1.719  1.928  1.328  -0.207
N  0.573  2.816  0.992  -0.837
C  -2.033  -1.800  -2.180  -0.623
C  -0.592  -2.301  -2.018  -0.608
C  1.496  0.546  0.668  -0.371
N  0.222  -0.001  0.546  0.228
C  -0.545  0.046  1.761  -0.565
H  2.679  2.366  1.065  0.240
H  1.718  1.819  2.418  0.205
H  -2.679  -1.736  -1.309  0.201
H  -2.542  -2.320  -2.994  0.227
H  -1.998  -0.794  -2.620  0.200
H  -0.477  -3.346  -2.285  0.223
H  -0.201  -2.153  -1.009  0.178
H  -0.010  -1.686  -2.702  0.208
H  1.985  -0.180  1.366  0.373
H  2.084  0.454  -0.247  0.257
H  0.899  3.763  0.938  0.398
H  0.096  2.526  0.156  0.363
H  -0.406  0.925  2.388  0.278
H  -0.427  -0.855  2.382  0.344
H  -1.561  -0.017  1.355  0.289



# 4
Formula: C5H15N2
Source: the Open Molecules 2025 dataset
Level of theory: wB97M-V/def2-TZVPD

Values from the calculation:
**Energy above the lowest of the compared OMol25 structures with the same formula, charge and spin**: 796.7 kJ/mol
**Orbital gap**: 0.1633 Ha
**HOMO energy**: -0.4807 Eh
**E**: -8394.4193 eV
**Total charge**: +1
**Spin multiplicity**: 1

Last column: natural (NBO) charge in e.
Cartesian coordinates (Å):
C  0.417  0.190  2.200  -0.364
N  1.606  -0.575  -0.491  -0.554
C  2.774  0.118  -1.053  -0.470
C  -0.141  1.334  1.717  -0.363
N  -0.704  0.328  -1.292  -0.251
C  -1.416  -0.805  -0.649  -0.307
C  -2.699  -0.402  0.020  -0.602
H  0.444  -0.217  3.220  0.236
H  0.960  -0.270  1.398  0.207
H  1.586  -1.535  -0.622  0.385
H  3.696  0.141  -0.461  0.264
H  3.015  -0.349  -1.969  0.223
H  2.607  1.170  -1.426  0.237
H  -0.196  2.206  2.347  0.230
H  -0.328  1.412  0.638  0.193
H  -0.991  0.377  -2.267  0.370
H  0.716  -0.066  -0.844  0.373
H  -1.552  -1.559  -1.424  0.225
H  -0.739  -1.284  0.045  0.232
H  -3.549  -0.466  -0.763  0.239
H  -2.631  0.597  0.325  0.234
H  -2.962  -1.029  0.870  0.264



# 5
Formula: C5H15N2
Source: the Open Molecules 2025 dataset
Level of theory: wB97M-V/def2-TZVPD

Values from the calculation:
**Energy above the lowest of the compared OMol25 structures with the same formula, charge and spin**: 609.4 kJ/mol
**Orbital gap**: 0.1984 Ha
**HOMO energy**: -0.5155 Eh
**E**: -8396.3601 eV
**Total charge**: +1
**Spin multiplicity**: 1

Last column: natural (NBO) charge in e.
Cartesian coordinates (Å):
N  -1.010  1.274  0.655  -0.668
C  -1.463  0.518  -0.493  -0.072
C  -2.870  1.104  -0.966  -0.608
C  -1.331  -0.963  -0.116  -0.341
N  0.061  -1.096  0.302  0.101
C  0.440  -2.472  0.452  -0.548
C  4.111  1.252  0.212  -0.856
H  4.452  0.247  0.371  0.211
H  -0.284  0.647  1.019  0.381
H  -1.718  1.632  1.295  0.397
H  -0.782  0.786  -1.261  0.228
H  -3.105  0.664  -1.871  0.226
H  -3.720  0.796  -0.367  0.220
H  -2.763  2.172  -0.996  0.245
H  -1.968  -1.169  0.708  0.304
H  -1.675  -1.612  -0.950  0.253
H  1.349  -2.735  1.059  0.276
H  -0.371  -3.010  1.031  0.271
H  0.578  -2.952  -0.616  0.334
H  3.034  1.195  0.119  0.193
H  4.575  1.759  -0.579  0.226
H  4.461  1.964  0.988  0.227



# 6
Formula: C5H15N2
Source: the Open Molecules 2025 dataset
Level of theory: wB97M-V/def2-TZVPD

Values from the calculation:
**Energy above the lowest of the compared OMol25 structures with the same formula, charge and spin**: 97.3 kJ/mol
**Orbital gap**: 0.3448 Ha
**HOMO energy**: -0.4669 Eh
**E**: -8401.6678 eV
**Total charge**: +1
**Spin multiplicity**: 1
**SMILES**: C[C@@H]([NH3+])CCCN

Last column: natural (NBO) charge in e.
Cartesian coordinates (Å):
C  2.004  -1.463  0.486  -0.657
C  0.984  -0.363  0.351  -0.007
C  -0.403  -0.967  -0.044  -0.432
C  -1.371  -0.078  -0.751  -0.427
C  -1.560  1.352  -0.188  -0.202
N  -1.886  1.219  1.232  -0.872
N  1.570  0.540  -0.838  -0.708
H  2.136  -1.972  -0.469  0.221
H  2.956  -1.133  0.898  0.235
H  1.720  -2.216  1.227  0.261
H  0.916  0.283  1.223  0.241
H  -0.217  -1.958  -0.448  0.235
H  -0.632  -1.119  1.028  0.243
H  -0.987  0.085  -1.758  0.196
H  -2.369  -0.495  -0.868  0.249
H  -2.441  1.753  -0.695  0.208
H  -0.704  2.003  -0.350  0.144
H  -2.344  1.971  1.705  0.388
H  -2.331  0.346  1.449  0.366
H  1.490  0.069  -1.734  0.436
H  0.935  1.328  -0.799  0.439
H  2.535  0.813  -0.659  0.442